1.
Density functional theory data (ωB97M-V with the def2-TZVPD basis set) for the ion C8H16N4 with charge +2 at a distorted geometry.

Geometry as XYZ:
```
28
Properties=species:S:1:pos:R:3:forces:R:3:nbo_charge:R:1
C -0.040716 0.571053 -2.828163 0.74 -1.07 2.30 0.3825
C 1.041310 -1.958248 -0.639818 -0.44 0.50 0.29 0.1970
C 0.181808 1.287777 -0.621062 1.14 0.23 0.18 -0.3509
C -1.156145 -1.361776 -1.615528 0.43 -0.14 0.89 0.0713
C 0.507734 0.242957 0.404066 1.37 -0.60 0.22 0.3801
C -0.191908 1.893220 2.076607 2.10 0.67 -0.01 -0.6371
C -0.594657 -0.531476 2.477944 -0.51 0.34 0.72 -0.6204
C 0.361228 0.530877 1.856195 2.13 -1.29 0.38 -0.3044
N -0.941510 -0.335479 -2.552468 -1.76 -0.76 -0.68 -0.5033
N 1.264083 -0.860791 0.157730 -0.74 -0.26 -1.26 -0.5011
N 0.731187 1.150022 -1.941113 -0.63 -0.76 1.45 -0.5212
N -0.184144 -2.221523 -1.145446 1.25 -0.49 -0.51 -0.4540
H -0.020411 0.765725 -3.810483 0.60 1.31 -3.58 0.2280
H 1.869301 -2.695380 -0.465140 -1.54 0.15 -0.80 0.2679
H -0.816768 1.604410 -0.599529 -2.10 -0.54 -0.53 0.2699
H 0.502006 2.315499 -0.407258 1.04 -0.33 1.12 0.3083
H -2.179075 -1.730738 -1.709933 0.59 -0.25 0.35 0.2606
H 0.493968 2.726209 1.995311 0.94 -0.11 0.71 0.2439
H -0.630120 1.842490 3.002179 -1.07 0.66 2.32 0.2519
H -0.870521 2.275904 1.398094 -2.20 -0.21 -1.50 0.2149
H -0.408296 -0.457625 3.594148 -1.15 0.53 -1.10 0.2674
H -0.253003 -1.589330 2.391097 -0.59 0.62 -0.92 0.2240
H -1.661831 -0.239551 2.071462 1.89 -1.24 1.33 0.2396
H 1.422466 0.312894 2.436322 -2.26 0.87 -1.61 0.2674
H -1.665534 -0.339264 -3.306547 0.61 -0.39 0.86 0.4549
H 1.851483 -1.273489 0.870790 0.24 1.12 0.97 0.4421
H 1.711420 1.335313 -1.961818 0.55 0.39 -1.11 0.4542
H -0.323353 -3.259678 -1.127639 -0.63 1.07 -0.50 0.4668
```
Forces are in eV/Å.

Results
ΔE to the lowest compared entry with this formula, charge and spin = 4.053 eV
total energy = -532.66649 Ha
multiplicity = 1
net charge = +2
orbital gap (alpha / beta) = 0.259 / 0.263 Ha


2.
Density functional theory data (ωB97M-V with the def2-TZVPD basis set) for an isolated molecule of C2H3N5O at a distorted geometry.

Geometry as XYZ:
```
11
Properties=species:S:1:pos:R:3:forces:R:3:nbo_charge:R:1
O 2.219449 -0.941336 -0.147868 -1.07 -0.46 -0.02 -0.5241
N 2.210038 0.386654 0.075988 -0.19 1.31 -0.27 -0.0184
C 1.108720 1.081721 0.055502 2.33 -1.45 0.70 -0.0983
C -0.154189 0.459668 -0.014241 -2.27 -0.37 0.37 0.1993
N -1.345496 1.126973 -0.095225 -0.09 -1.24 -0.80 -0.2271
N -2.273514 0.195073 -0.114323 0.52 0.37 1.06 -0.0249
N -1.638669 -0.947638 0.097222 -1.34 0.98 -0.81 -0.1340
N -0.361205 -0.858739 0.122364 1.49 0.68 0.01 -0.2955
H 1.290378 -1.334816 -0.191961 1.14 0.71 0.15 0.4769
H 1.197843 2.115633 0.342060 0.02 0.18 -0.32 0.2299
H -2.109079 -1.814731 0.183103 -0.55 -0.71 -0.07 0.4163
```
Forces are in eV/Å.

Results
ΔE to the lowest compared entry with this formula, charge and spin = 3.589 eV
total energy = -426.92573 Ha
multiplicity = 1
net charge = 0
SMILES = O/N=C\c1nn[nH]n1
orbital gap = 0.370 Ha


3.
Density functional theory data (ωB97M-V with the def2-TZVPD basis set) for an isolated molecule of C3H2FNOS at a distorted geometry.

Geometry as XYZ:
```
9
Properties=species:S:1:pos:R:3:forces:R:3:nbo_charge:R:1
C 1.043995 -0.340219 -0.677717 2.16 -0.34 -0.06 -0.0134
C 0.957832 0.308726 0.505955 -1.39 -1.05 -0.39 -0.4693
C -1.179238 -0.394404 -0.424863 2.76 -2.75 -4.76 0.3532
N -0.107123 -0.892160 -1.231622 -5.58 2.54 3.66 -0.4319
O -1.129574 1.591068 1.509145 -1.39 2.40 0.67 -0.9125
F -2.445236 -0.691920 -0.748573 1.45 0.27 0.50 -0.2810
S -0.751779 0.255892 1.174504 2.71 -2.10 -1.15 1.2822
H 1.987313 -0.568883 -1.319430 -1.61 0.73 1.52 0.2301
H 1.623810 0.731901 1.212602 0.90 0.30 0.02 0.2427
```
Forces are in eV/Å.

Results
ΔE to the lowest compared entry with this formula, charge and spin = 2.607 eV
total energy = -743.44343 Ha
multiplicity = 1
net charge = 0
orbital gap (alpha / beta) = 0.315 / 0.315 Ha